Entry 1:
15
Properties=species:S:1:pos:R:3:lowdin_charge:R:1 method="wB97M-V/def2-TZVPD" e_above_lowest_kcal_mol=116.5 spin_multiplicity=1 charge=0 orbital_gap_ev="7.75 / 6.31" max_force_ev_per_a=5.6
C -1.007 -1.117 -1.931 -0.3792
C 0.469 1.169 0.408 -0.2043
C -1.490 1.117 -0.748 -0.2008
C -1.386 -0.494 -0.802 -0.0945
C 1.081 -0.024 -0.194 -0.1753
N -0.598 -1.854 -2.724 0.1174
N -0.620 1.730 0.214 0.0239
N 1.805 -0.925 0.415 0.1017
H 1.231 1.541 1.213 0.1397
H -1.222 1.377 -1.787 0.1115
H -2.596 1.428 -0.614 0.1221
H -1.845 -1.113 -0.154 0.0561
H 1.068 -0.132 -1.208 0.0785
H 1.623 -1.165 1.453 0.1697
H 2.003 -1.670 -0.278 0.1334

***

Entry 2:
9
Properties=species:S:1:pos:R:3:lowdin_charge:R:1 method="wB97M-V/def2-TZVPD" e_above_lowest_kcal_mol=9.4 spin_multiplicity=1 charge=-1 orbital_gap_ev=6.93 max_force_ev_per_a=4.5
H 1.540 -0.798 0.073 0.1377
C 0.369 -0.441 0.008 -0.5183
C -0.025 -1.785 -0.534 -0.2482
O 0.883 -2.634 -0.443 -0.0743
O 0.017 0.637 -0.718 -0.4603
H 0.049 -0.450 1.080 0.0893
F -1.407 4.459 1.687 -0.9115
H -0.661 -1.753 -1.450 0.1126
K -0.766 2.765 0.297 0.8729

***

Entry 3:
34
Properties=species:S:1:pos:R:3:lowdin_charge:R:1 method="wB97M-V/def2-TZVPD" spin_multiplicity=1 charge=+1 orbital_gap_ev=9.99 max_force_ev_per_a=0.7
C -1.019 -0.616 -2.873 0.0357
C -0.472 0.029 -1.636 -0.5479
O -1.176 0.578 -0.818 0.0515
O 0.868 0.081 -1.540 -0.0160
C 1.561 -1.188 -1.329 -0.1270
C 2.181 -1.250 0.079 -0.1468
C 1.436 -2.158 1.088 -0.1525
C 0.670 -1.453 2.261 -0.1869
C 0.525 0.073 2.174 -0.2667
C -0.672 0.661 2.942 -0.3546
P -2.238 0.166 2.193 1.0897
H -2.073 -0.856 -2.730 0.0974
H -0.920 0.102 -3.694 0.1065
H -0.470 -1.512 -3.162 0.0889
H 0.834 -1.991 -1.475 0.1140
H 2.322 -1.288 -2.103 0.1323
H 3.222 -1.564 -0.028 0.1192
H 2.229 -0.230 0.446 0.1004
H 2.135 -2.872 1.527 0.1101
H 0.720 -2.771 0.531 0.1031
H 1.156 -1.680 3.214 0.1156
H -0.320 -1.925 2.340 0.0868
H 0.453 0.435 1.154 0.0785
H 1.418 0.540 2.602 0.1309
H -0.660 1.752 2.860 0.1012
H -0.674 0.409 4.005 0.1038
H -2.050 -0.786 1.203 0.0037
H -2.879 1.234 1.578 0.0150
H -3.138 -0.383 3.103 0.0063
C -0.574 3.605 -2.669 -1.0488
Cl 0.520 3.674 -4.053 0.5197
Cl -1.918 4.743 -2.798 0.5225
H -0.988 2.606 -2.619 -0.0116
H -0.010 3.838 -1.773 0.0265

***

Entry 4:
61
Properties=species:S:1:pos:R:3:lowdin_charge:R:1 method="wB97M-V/def2-TZVPD" spin_multiplicity=1 charge=+2 orbital_gap_ev="6.94 / 6.94" max_force_ev_per_a=1.2
Os 0.111 -1.359 0.928 1.2868
C -2.641 -1.998 1.151 0.0269
C -3.039 -1.714 -0.170 -0.0689
C -2.058 -2.201 -1.006 -0.0488
C -1.015 -2.836 -0.233 -0.2858
C -1.432 -2.752 1.150 -0.3549
H -3.179 -1.718 2.045 0.1371
H -3.917 -1.163 -0.460 0.1248
H -2.057 -2.124 -2.082 0.1239
H -0.431 -3.624 -0.674 0.0706
H -1.217 -3.499 1.908 0.1158
C 3.504 1.160 2.391 -0.1175
C 3.443 1.463 0.890 -0.1280
C 2.003 1.208 0.513 -0.1537
O 1.593 0.096 1.382 -0.3692
C 2.281 0.288 2.670 -0.1281
H 3.463 2.071 2.984 0.1250
H 4.422 0.639 2.651 0.1247
H 4.111 0.815 0.325 0.1171
H 3.719 2.494 0.677 0.1307
H 1.854 0.880 -0.512 0.1186
H 1.352 2.054 0.729 0.1241
H 2.543 -0.700 3.034 0.0958
H 1.561 0.753 3.343 0.1368
C 1.371 -4.823 0.244 -0.1886
Si 1.751 -3.146 0.977 0.5354
C 3.429 -2.589 0.372 -0.1693
C 1.426 -3.132 2.857 -0.1669
H 2.178 -5.503 0.530 0.0569
H 1.360 -4.801 -0.845 0.0497
H 0.443 -5.268 0.598 0.0466
H 4.217 -3.198 0.819 0.0534
H 3.654 -1.547 0.592 0.0093
H 3.488 -2.739 -0.707 0.0485
H 2.326 -3.610 3.254 0.0736
H 0.568 -3.755 3.102 0.0371
H 1.304 -2.193 3.392 0.0159
O -0.588 0.250 -0.062 -0.6336
S -1.265 0.579 -1.427 1.1284
C -0.349 1.918 -2.107 -0.4057
C 0.124 1.734 -3.399 -0.0669
C 0.818 2.771 -4.011 -0.0394
C 1.031 3.953 -3.324 -0.0299
C 0.554 4.124 -2.026 -0.0368
C -0.150 3.109 -1.411 -0.0687
C -2.775 1.378 -0.944 -0.3991
C -3.122 1.509 0.390 -0.0824
C -4.316 2.145 0.700 -0.0420
C -5.134 2.627 -0.311 -0.0362
C -4.769 2.480 -1.644 -0.0367
C -3.580 1.851 -1.972 -0.0600
H -0.045 0.802 -3.920 0.1158
H 1.186 2.652 -5.019 0.1221
H 1.568 4.761 -3.803 0.1236
H 0.718 5.059 -1.511 0.1220
H -0.560 3.239 -0.418 0.1241
H -2.470 1.138 1.168 0.1066
H -4.604 2.268 1.734 0.1196
H -6.062 3.123 -0.062 0.1221
H -5.410 2.858 -2.428 0.1232
H -3.290 1.740 -3.009 0.1242

***

Entry 5:
64
Properties=species:S:1:pos:R:3:lowdin_charge:R:1 method="wB97M-V/def2-TZVPD" e_above_lowest_kcal_mol=2.4 spin_multiplicity=1 charge=+3 orbital_gap_ev=7.57 max_force_ev_per_a=3.7
Mo -0.262 0.171 0.054 1.2759
C -1.693 1.994 -0.037 -0.3113
C -0.543 2.364 0.717 -0.2852
C -0.555 1.620 1.930 -0.2580
C -1.681 0.740 1.902 -0.2751
C -2.408 0.996 0.705 -0.2857
C -3.827 0.593 0.484 0.0049
C -2.177 -0.067 3.054 0.0074
C 0.305 1.897 3.112 0.0055
C 0.388 3.476 0.355 0.0168
C -2.173 2.743 -1.238 -0.0191
H -4.170 0.790 -0.528 0.0798
H -4.442 1.201 1.153 0.1301
H -4.019 -0.448 0.746 0.0818
H -1.383 -0.328 3.753 0.0899
H -2.678 -0.979 2.733 0.0667
H -2.913 0.530 3.599 0.1253
H 0.376 1.043 3.784 0.0735
H -0.145 2.718 3.676 0.1325
H 1.307 2.216 2.825 0.0818
H 1.318 3.432 0.920 0.0923
H -0.092 4.434 0.570 0.1211
H 0.625 3.460 -0.707 0.0816
H -3.029 2.266 -1.710 0.0808
H -1.389 2.856 -1.986 0.0886
H -2.476 3.747 -0.932 0.1215
C -2.689 -2.537 -1.343 -0.4337
C -2.802 -1.282 -2.172 -0.4331
S -1.385 -0.174 -2.221 0.9458
C -0.144 -1.048 -3.206 -0.4360
C 0.439 -2.299 -2.575 -0.4066
S 1.071 -1.985 -0.894 0.9176
C 0.659 -3.444 0.071 -0.4549
C -0.809 -3.745 0.309 -0.4422
S -1.916 -2.311 0.297 0.9565
H -2.147 -3.323 -1.857 0.0724
H -3.697 -2.906 -1.153 0.1089
H -3.608 -0.654 -1.805 0.0642
H -3.026 -1.530 -3.211 0.1165
H 0.629 -0.303 -3.379 0.0759
H -0.601 -1.282 -4.169 0.1138
H 1.289 -2.631 -3.170 0.1082
H -0.271 -3.120 -2.521 0.0795
H 1.166 -3.245 1.017 0.0632
H 1.165 -4.289 -0.397 0.1114
H -0.914 -4.185 1.301 0.0984
H -1.208 -4.467 -0.400 0.0971
C 4.928 0.742 -0.844 -0.0196
N 3.492 0.474 -0.730 0.0555
C 2.547 1.081 -1.436 -0.5476
N 2.900 1.976 -2.356 0.2474
O 1.298 0.813 -1.296 -0.2488
H 5.456 0.057 -0.188 0.0974
H 5.164 1.761 -0.538 0.1059
H 5.281 0.574 -1.862 0.1048
H 3.193 -0.213 -0.059 0.0809
H 3.861 2.206 -2.547 0.1260
H 2.189 2.447 -2.891 0.1388
Cl 4.023 0.571 3.273 0.7008
C 2.992 -0.855 3.170 -1.6183
Cl 3.871 -2.202 2.430 0.6955
Cl 2.340 -1.290 4.727 0.7294
C 1.899 -0.541 2.237 -0.3089
N 1.101 -0.303 1.451 0.0142

***

Entry 6:
164
Properties=species:S:1:pos:R:3:lowdin_charge:R:1 method="wB97M-V/def2-TZVPD" spin_multiplicity=1 charge=+2 orbital_gap_ev=4.43 max_force_ev_per_a=6.1
C 0.204 -0.816 -0.107 -0.0688
C 0.795 0.532 -0.460 -0.4172
O 0.924 1.466 0.595 -0.3741
H 0.845 -1.321 0.615 0.0390
H 0.227 -1.428 -1.009 0.0662
H -0.841 -0.894 0.194 0.0453
H 0.219 1.004 -1.256 0.0887
H 1.744 0.310 -0.948 0.0644
C -3.200 -2.485 -1.185 -0.0402
C -3.779 -1.694 0.093 -0.2412
C -5.067 -2.353 0.499 -0.1859
C -5.686 -1.655 1.791 -0.0839
N -6.906 -2.420 2.383 -0.2431
C -7.479 -1.489 3.543 -0.0667
C -8.970 -1.779 3.578 -0.1730
C -9.354 -2.207 2.166 -0.1308
C -8.032 -2.509 1.350 -0.0646
C -6.625 -3.750 3.019 0.0394
H -3.712 -2.129 -2.079 0.0835
H -3.264 -3.566 -1.061 0.0778
H -2.148 -2.281 -1.384 0.0511
H -3.959 -0.672 -0.242 0.0900
H -3.068 -1.720 0.919 0.0930
H -4.919 -3.416 0.684 0.1109
H -5.777 -2.322 -0.328 0.1203
H -6.119 -0.699 1.495 0.1231
H -4.907 -1.513 2.540 0.1137
H -7.036 -1.796 4.491 0.1262
H -7.347 -0.436 3.294 0.1304
H -9.340 -2.538 4.267 0.1192
H -9.593 -0.911 3.795 0.1240
H -10.089 -2.997 2.318 0.1184
H -9.977 -1.417 1.748 0.1164
H -8.072 -3.440 0.784 0.1378
H -7.960 -1.802 0.523 0.1285
H -7.557 -4.294 3.171 0.1206
H -5.994 -3.572 3.890 0.1164
H -6.273 -4.309 2.152 0.1027
C -4.597 2.205 -1.943 -0.0864
O -4.056 2.386 -0.667 -0.1866
C -2.986 3.309 -0.653 -0.2112
C -2.450 3.713 0.710 -0.0317
N -1.728 2.514 1.417 0.0926
H -0.871 2.292 0.931 0.0877
H -1.416 2.912 2.291 0.1388
C -2.532 1.210 1.646 -0.0832
C -3.644 1.397 2.654 -0.1937
O -3.246 2.406 3.558 -0.1840
C -2.565 1.956 4.691 -0.0882
H -5.344 1.413 -1.893 0.0937
H -3.844 1.837 -2.640 0.0880
H -5.083 3.068 -2.399 0.1025
H -3.133 4.273 -1.141 0.1383
H -2.179 2.904 -1.263 0.1329
H -3.283 3.928 1.379 0.1317
H -1.687 4.492 0.694 0.1329
H -1.840 0.449 2.008 0.1167
H -2.854 0.788 0.694 0.0982
H -3.864 0.416 3.075 0.1094
H -4.549 1.739 2.151 0.1319
H -1.532 1.691 4.466 0.0710
H -3.181 1.148 5.086 0.0964
H -2.597 2.616 5.558 0.1033
C 4.437 7.535 0.228 -0.0601
O 4.082 6.211 0.703 -0.1858
C 2.691 6.042 0.909 -0.2147
C 2.324 4.585 1.130 -0.0694
N 2.421 3.687 -0.128 0.0736
H 1.775 2.944 0.098 0.0639
H 1.963 4.372 -0.711 0.1415
C 3.773 3.404 -0.721 -0.0719
C 3.834 3.874 -2.164 -0.2481
O 3.611 5.225 -2.247 -0.1841
C 3.990 5.814 -3.501 -0.0507
H 4.259 8.264 1.019 0.0874
H 3.806 7.899 -0.582 0.0865
H 5.464 7.713 -0.091 0.0979
H 2.122 6.305 0.018 0.1212
H 2.366 6.771 1.651 0.1369
H 1.330 4.364 1.519 0.1234
H 3.103 4.116 1.731 0.1237
H 3.917 2.326 -0.650 0.1239
H 4.532 3.953 -0.165 0.1309
H 3.041 3.370 -2.718 0.1365
H 4.796 3.507 -2.521 0.1383
H 5.057 5.872 -3.716 0.1000
H 3.697 6.863 -3.548 0.0900
H 3.368 5.372 -4.278 0.1001
C 3.227 -2.885 -0.974 -0.0452
C 3.156 -2.564 -2.490 -0.1201
N 4.180 -1.578 -3.127 -0.2569
C 3.877 -0.191 -2.684 -0.0180
C 5.624 -1.914 -2.781 -0.1444
C 6.023 -3.337 -3.217 -0.0514
C 3.980 -1.578 -4.670 -0.0593
C 2.546 -1.365 -5.168 -0.2081
O 2.522 -1.685 -6.548 -0.1610
C 2.970 -0.645 -7.389 -0.0956
H 3.420 -1.970 -0.414 0.0436
H 3.992 -3.572 -0.613 0.0749
H 2.254 -3.250 -0.646 0.0848
H 2.265 -1.965 -2.678 0.0957
H 3.115 -3.462 -3.106 0.1240
H 4.716 0.407 -3.039 0.1055
H 3.870 -0.166 -1.595 0.0778
H 2.899 0.101 -3.066 0.1017
H 5.751 -1.894 -1.699 0.1201
H 6.186 -1.113 -3.261 0.1248
H 5.360 -4.146 -2.911 0.0854
H 6.996 -3.600 -2.803 0.0854
H 6.115 -3.518 -4.288 0.0821
H 4.317 -2.551 -5.028 0.1337
H 4.686 -0.889 -5.133 0.1300
H 2.209 -0.347 -4.974 0.1173
H 1.832 -2.020 -4.670 0.0946
H 2.945 -0.947 -8.436 0.0975
H 3.977 -0.276 -7.198 0.0759
H 2.175 0.097 -7.460 0.0785
C 3.666 0.853 2.995 -0.0339
C 3.602 0.088 4.356 -0.1106
N 2.138 -0.425 4.678 -0.2264
C 2.274 -1.358 5.938 0.0498
C 1.400 0.887 5.156 -0.1108
C 2.081 1.823 6.329 -0.0218
C 1.439 -1.103 3.541 -0.1010
C 2.120 -2.203 2.711 -0.1530
O 2.787 -3.077 3.655 -0.2475
C 3.052 -4.430 3.224 -0.0486
H 3.025 1.729 3.098 0.0596
H 3.311 0.242 2.166 0.0597
H 4.677 1.181 2.753 0.0916
H 3.908 0.647 5.241 0.1075
H 4.238 -0.796 4.327 0.1221
H 3.089 -2.044 5.710 0.0975
H 1.302 -1.784 6.187 0.1119
H 2.616 -0.776 6.794 0.0861
H 0.423 0.494 5.437 0.1021
H 1.128 1.511 4.305 0.0969
H 1.439 2.599 6.744 0.0793
H 2.916 2.424 5.971 0.0716
H 2.394 1.190 7.160 0.0640
H 1.137 -0.309 2.857 0.1089
H 0.588 -1.481 4.108 0.1334
H 2.901 -1.894 2.017 0.1158
H 1.251 -2.785 2.402 0.1343
H 3.750 -4.341 2.392 0.0904
H 2.147 -5.012 3.048 0.0950
H 3.543 -4.981 4.027 0.0934
C -1.416 -0.330 -4.593 -0.6701
F -0.406 0.140 -3.853 0.0966
F -1.692 -1.558 -4.200 0.1302
F -2.443 0.525 -4.533 0.0948
S -0.953 -0.387 -6.442 0.5073
O -0.089 -1.597 -6.585 -0.3418
O -2.168 -0.546 -7.275 -0.3467
O -0.174 0.786 -6.784 -0.3604
C -1.437 -5.408 -3.786 -0.6367
F -2.481 -4.642 -4.080 0.1299
F -1.575 -5.754 -2.522 0.1056
F -1.344 -6.562 -4.486 0.1217
S 0.226 -4.372 -3.907 0.4700
O 0.117 -3.247 -3.021 -0.3694
O 1.242 -5.284 -3.407 -0.3589
O 0.455 -3.947 -5.303 -0.3123

***

Entry 7:
116
Properties=species:S:1:pos:R:3:lowdin_charge:R:1 method="wB97M-V/def2-TZVPD" spin_multiplicity=1 smiles="CCCC1=CC(=O)C(C[C@H](C)OCc2ccccc2)=CC1=O.Fc1ccccc1.Fc1ccccc1.Fc1ccccc1.Fc1ccccc1.Fc1ccccc1.Fc1ccccc1" charge=0 orbital_gap_ev=8.36 max_force_ev_per_a=0.9
C 3.078 2.107 1.312 -0.0980
C 4.552 2.351 1.615 -0.2440
C 5.446 1.204 1.144 -0.1367
C 5.056 -0.129 1.735 -0.1398
C 4.569 -0.255 2.967 0.0607
C 4.186 -1.617 3.406 -0.3389
O 4.381 -2.037 4.513 0.1368
C 3.574 -2.456 2.335 -0.1496
C 2.411 -3.350 2.646 -0.0562
C 1.038 -2.814 2.154 -0.3521
C 1.017 -1.317 1.889 -0.0147
O 0.118 -3.115 3.193 -0.1105
C -1.136 -3.604 2.767 -0.1594
C -2.094 -2.495 2.391 -0.2066
C -2.224 -1.351 3.186 -0.0378
C -3.085 -0.328 2.800 -0.0683
C -3.831 -0.408 1.621 -0.0730
C -3.708 -1.554 0.832 -0.0777
C -2.845 -2.579 1.217 -0.0441
C 4.078 -2.343 1.107 0.0635
C 5.183 -1.371 0.919 -0.3226
O 6.107 -1.557 0.166 0.1131
H 2.475 2.896 1.743 0.0488
H 2.878 2.134 0.242 0.0822
H 2.710 1.184 1.748 0.0510
H 4.679 2.541 2.679 0.0959
H 4.847 3.240 1.062 0.1089
H 5.333 1.132 0.062 0.1211
H 6.497 1.386 1.362 0.1260
H 4.435 0.578 3.638 0.1309
H 2.336 -3.507 3.719 0.1240
H 2.594 -4.325 2.200 0.1247
H 0.789 -3.340 1.230 0.1438
H 1.166 -0.787 2.830 0.0885
H 1.739 -1.006 1.143 0.0724
H 0.041 -1.019 1.514 0.0812
H -1.051 -4.273 1.906 0.1187
H -1.561 -4.177 3.589 0.1323
H -1.646 -1.246 4.091 0.0876
H -3.171 0.573 3.393 0.1005
H -4.486 0.393 1.306 0.0720
H -4.254 -1.649 -0.096 0.0893
H -2.724 -3.459 0.598 0.1063
H 3.691 -2.911 0.274 0.1364
F -6.004 1.581 0.796 0.0320
C -6.669 1.478 -0.379 -0.2757
C -6.071 0.807 -1.426 -0.0162
C -6.757 0.702 -2.627 -0.0728
C -8.016 1.271 -2.770 -0.0824
C -8.592 1.945 -1.701 -0.0735
C -7.919 2.050 -0.492 -0.0162
H -5.086 0.378 -1.299 0.1066
H -6.304 0.173 -3.456 0.1006
H -8.541 1.189 -3.707 0.0741
H -9.570 2.394 -1.809 0.1061
H -8.353 2.565 0.354 0.1171
F 0.126 -0.306 5.273 0.0448
C -0.008 -0.149 6.606 -0.2831
C 1.092 0.235 7.346 -0.0134
C 0.948 0.400 8.716 -0.0803
C -0.280 0.173 9.322 -0.0967
C -1.371 -0.216 8.557 -0.0826
C -1.240 -0.376 7.185 -0.0166
H 2.041 0.399 6.854 0.1178
H 1.798 0.707 9.310 0.1053
H -0.387 0.300 10.392 0.1005
H -2.328 -0.397 9.028 0.1047
H -2.079 -0.672 6.569 0.1125
F 8.090 -2.834 -6.491 0.0481
C 7.761 -2.836 -5.181 -0.2909
C 8.731 -2.540 -4.245 -0.0208
C 8.384 -2.540 -2.901 -0.0744
C 7.085 -2.840 -2.510 -0.0900
C 6.129 -3.139 -3.471 -0.0773
C 6.464 -3.133 -4.818 -0.0240
H 9.738 -2.315 -4.569 0.1152
H 9.131 -2.303 -2.155 0.1061
H 6.820 -2.841 -1.462 0.0720
H 5.116 -3.378 -3.173 0.1031
H 5.728 -3.356 -5.580 0.1033
F -0.343 -0.829 -5.737 0.0538
C 0.809 -1.318 -6.239 -0.2898
C 1.980 -0.619 -6.030 -0.0176
C 3.165 -1.127 -6.545 -0.0822
C 3.158 -2.316 -7.264 -0.1029
C 1.967 -2.999 -7.465 -0.0836
C 0.780 -2.503 -6.947 -0.0204
H 1.960 0.308 -5.473 0.1171
H 4.093 -0.596 -6.384 0.1061
H 4.082 -2.708 -7.667 0.0984
H 1.960 -3.923 -8.029 0.1047
H -0.158 -3.023 -7.086 0.1162
F -9.151 1.302 -5.594 0.0333
C -8.551 1.464 -6.796 -0.2762
C -9.125 2.314 -7.719 -0.0159
C -8.502 2.480 -8.947 -0.0817
C -7.330 1.794 -9.236 -0.0949
C -6.775 0.942 -8.291 -0.0804
C -7.385 0.775 -7.057 -0.0155
H -10.042 2.833 -7.475 0.1180
H -8.935 3.147 -9.681 0.1051
H -6.850 1.924 -10.196 0.1014
H -5.863 0.404 -8.515 0.1059
H -6.965 0.121 -6.304 0.1128
F 2.185 3.545 3.635 0.0355
C 1.475 4.455 4.339 -0.2745
C 0.264 4.076 4.881 -0.0113
C -0.462 5.010 5.607 -0.0793
C 0.026 6.299 5.771 -0.0960
C 1.245 6.657 5.213 -0.0836
C 1.983 5.729 4.493 -0.0162
H -0.099 3.067 4.735 0.1156
H -1.410 4.728 6.044 0.1057
H -0.545 7.025 6.335 0.1008
H 1.625 7.662 5.337 0.1045
H 2.939 5.984 4.055 0.1174

***

Entry 8:
16
Properties=species:S:1:pos:R:3:lowdin_charge:R:1 method="wB97M-V/def2-TZVPD" e_above_lowest_kcal_mol=22.4 spin_multiplicity=1 smiles="CCNC(=O)OC" charge=0 orbital_gap_ev=10.81 max_force_ev_per_a=1.4
C -1.990 0.913 0.800 -0.0894
C -1.757 -0.429 0.107 -0.2237
N -0.462 -0.514 -0.550 0.0700
C 0.704 -0.920 -0.008 -0.5724
O 0.961 -1.359 1.086 0.1076
O 1.625 -0.730 -1.042 -0.1013
C 2.693 0.140 -0.724 -0.0746
H -1.842 1.736 0.093 0.0710
H -3.011 0.984 1.195 0.0722
H -1.290 1.040 1.631 0.0749
H -1.819 -1.245 0.836 0.1217
H -2.538 -0.613 -0.640 0.1134
H -0.174 -0.112 -1.438 0.1538
H 3.383 0.115 -1.571 0.0912
H 2.335 1.173 -0.590 0.0963
H 3.181 -0.207 0.185 0.0893